(1)
Here is a cluster of 7 separate species, H14O7 in total in a non-equilibrium geometry from OMol25. Energies are from ωB97M-V/def2-TZVPD.

Geometry as XYZ:
```
21
Properties=species:S:1:pos:R:3
O -13.19 16.66 16.65
H -12.43 17.11 16.91
H -12.80 15.90 16.28
O -12.33 20.80 12.20
H -13.28 21.01 12.12
H -12.46 19.92 12.60
O -10.57 17.52 16.85
H -10.01 18.21 17.17
H -10.25 16.79 17.39
O -14.42 15.85 13.00
H -14.98 16.16 12.25
H -14.08 15.04 12.78
O -10.89 18.45 11.91
H -10.45 19.16 12.33
H -11.45 18.00 12.51
O -9.59 17.35 14.31
H -10.07 17.36 15.14
H -9.64 18.23 13.98
O -12.67 18.11 14.02
H -13.38 17.48 13.91
H -12.74 18.14 14.94
```

Its relative energy (zero: lowest compared OMol25 entry of this formula, charge and spin) is 213.4 kJ/mol. The calculation puts the LUMO energy at 0.01 eV. The calculation puts the strongest force on any atom at 4.17 eV Å⁻¹. As for the SMILES: O.O.O.O.O.O.O. The calculation puts the total energy at -535.0426 a.u. The HOMO energy comes out at -10.22 eV.

These are the Löwdin partial charges, in e, on atoms 1 to 8: O -0.002; H -0.041; H 0.022; O -0.089; H 0.046; H -0.003; O -0.025; H 0.069



(2)
Here is a cluster of 7 separate species, H14O7 in total in a non-equilibrium geometry from OMol25. Energies are from ωB97M-V/def2-TZVPD.

Geometry as XYZ:
```
21
Properties=species:S:1:pos:R:3
O 0.64 1.92 0.14
H 0.42 1.47 -0.70
H 1.54 1.52 0.35
O 0.51 -1.66 -1.13
H 1.36 -1.29 -1.06
H -0.03 -0.86 -1.44
O 2.53 -0.06 0.38
H 1.95 -0.67 0.93
H 3.53 -0.55 0.65
O -2.67 0.17 -0.51
H -2.08 0.22 0.30
H -3.33 0.83 -0.24
O -1.13 0.64 1.60
H -0.49 1.28 1.14
H -0.53 -0.09 1.89
O 0.63 -1.53 1.58
H 0.76 -2.52 1.78
H 0.30 -1.59 0.59
O -0.65 0.65 -2.02
H -0.84 0.65 -2.99
H -1.50 0.61 -1.56
```

Its relative energy (zero: lowest compared OMol25 entry of this formula, charge and spin) is 114.8 kJ/mol. The calculation puts the LUMO energy at 0.27 eV. The calculation puts the strongest force on any atom at 5.74 eV Å⁻¹. As for the SMILES: O.O.O.O.O.O.O. The calculation puts the total energy at -535.0801 a.u. The HOMO energy comes out at -10.87 eV.

These are the Löwdin partial charges, in e, on atoms 1 to 8: O -0.079; H 0.025; H 0.051; O -0.061; H -0.005; H 0.047; O -0.181; H -0.007



(3)
Here is a cluster of 7 separate species, H14O7 in total in a non-equilibrium geometry from OMol25. Energies are from ωB97M-V/def2-TZVPD.

Geometry as XYZ:
```
21
Properties=species:S:1:pos:R:3
O -1.26 2.20 2.81
H -1.37 3.14 2.65
H -0.64 1.91 2.18
O 1.34 -3.23 -2.02
H 0.49 -3.54 -1.74
H 1.30 -2.35 -1.63
O 0.51 0.20 1.22
H 0.84 -0.59 0.75
H 0.89 0.93 0.68
O 1.28 -0.22 -1.78
H 0.41 -0.11 -2.14
H 1.78 -0.53 -2.52
O -1.86 0.36 -0.03
H -2.56 0.52 0.64
H -1.08 0.14 0.49
O 0.72 2.79 0.14
H 1.37 3.39 -0.09
H -0.21 3.06 0.01
O -0.67 -2.38 0.33
H 0.03 -3.00 0.34
H -1.30 -2.69 -0.31
```

Its relative energy (zero: lowest compared OMol25 entry of this formula, charge and spin) is 168.7 kJ/mol. The calculation puts the LUMO energy at 0.30 eV. The calculation puts the strongest force on any atom at 3.58 eV Å⁻¹. As for the SMILES: O.O.O.O.O.O.O. The calculation puts the total energy at -535.0596 a.u. The HOMO energy comes out at -10.60 eV.

These are the Löwdin partial charges, in e, on atoms 1 to 8: O -0.029; H 0.030; H -0.038; O -0.037; H 0.004; H -0.016; O -0.080; H 0.042